DFT (ωB97M-V/def2-TZVPD) results for 3 unconnected molecules or ions with the total composition C5H14FN2 at a distorted geometry.

Properties
Molecular weight = 121.18 g mol⁻¹
Energy relative to the best compared isomer or geometry (same formula, charge and spin) = 1.1235 eV
Total charge = +1
Largest force on an atom = 4.4 eV Å⁻¹

```
22
C5H14FN2, DFT ωB97M-V/def2-TZVPD
C 1.3941 1.1376 0.9408
C 1.9061 -1.5377 -0.3525
C 0.9913 0.7743 -0.4709
C 1.1871 -0.4240 -1.0325
C -1.9225 1.6358 -1.1210
N -2.2638 1.0288 -0.0927
N -1.1436 -1.2285 0.2497
F -1.6050 0.9180 -2.1717
H 1.5211 2.1345 1.1091
H 2.2808 0.5958 1.2854
H 0.4199 0.8552 1.5613
H 1.8419 -1.5246 0.7194
H 1.7021 -2.4602 -0.7359
H 2.9654 -1.3684 -0.4320
H 0.3403 1.4104 -1.0917
H 0.6527 -0.5804 -2.0056
H -1.9480 2.6704 -1.3896
H -1.7275 -0.3477 0.1253
H -2.4919 1.6253 0.7631
H -1.5529 -2.0033 -0.2374
H -0.8512 -1.4096 1.1719
H -0.0399 -1.2425 -0.1450
```


DFT (ωB97M-V/def2-TZVPD) results for C3H7NO2 in the gas phase at a distorted geometry.

Properties
Molecular weight = 89.09 g mol⁻¹
Energy relative to the best compared isomer or geometry (same formula, charge and spin) = 4.8811 eV
Largest force on an atom = 4.2 eV Å⁻¹

```
13
C3H7NO2, DFT ωB97M-V/def2-TZVPD
C -1.0296 1.3098 0.2830
C 0.4812 1.0387 0.2323
N 1.1061 -0.0312 0.0592
O 2.3490 -0.1097 0.0628
C 0.4286 -1.5001 -0.0826
O -0.9475 -1.8452 -0.2876
H -1.6298 0.5979 -0.4595
H -1.3652 1.2783 1.3195
H -1.1825 2.2717 -0.2678
H 0.9711 1.9481 0.0681
H 0.8109 -1.8912 0.8575
H 1.1030 -1.8505 -0.8081
H -1.0952 -1.2165 -0.9769
```


DFT (ωB97M-V/def2-TZVPD) results for a molecular structure, C10H28N2O3 at a distorted geometry.

Properties
Molecular weight = 224.34 g mol⁻¹
Energy relative to the best compared isomer or geometry (same formula, charge and spin) = 3.0717 eV
Largest force on an atom = 6.2 eV Å⁻¹

```
43
C10H28N2O3, DFT ωB97M-V/def2-TZVPD
C -9.5594 15.0678 -11.4803
C -10.2681 15.8282 -10.4272
C -9.6038 15.5215 -8.9828
O -10.5110 15.9623 -7.8894
C -9.8193 16.6057 -6.8013
N -10.4103 17.2830 -10.6748
H -9.1347 14.1287 -11.1254
H -8.6942 15.6431 -11.8096
H -10.1875 14.7386 -12.3081
H -11.2727 15.4280 -10.2905
H -8.6423 16.0337 -9.0188
H -9.4534 14.4568 -8.8040
H -9.4253 15.9160 -6.0549
H -10.5228 17.2921 -6.3301
H -8.9017 17.1222 -7.0830
H -11.1232 17.5266 -11.3475
H -10.8138 17.6816 -9.8391
C -3.4762 18.1637 -14.3017
C -4.7050 18.8098 -13.7294
C -4.8056 20.2478 -14.1232
O -5.7359 21.0466 -13.4316
C -5.4966 21.2393 -12.0441
N -5.8639 18.0466 -14.1356
H -3.6801 17.9054 -15.3409
H -3.3155 17.2681 -13.7016
H -2.6349 18.8471 -14.1861
H -4.6618 18.7001 -12.6457
H -5.1091 20.2078 -15.1693
H -3.7950 20.6521 -14.1798
H -4.8608 22.0946 -11.8152
H -5.0522 20.3902 -11.5248
H -6.4024 21.4294 -11.4684
H -6.1679 18.2516 -15.0768
H -6.5997 18.4773 -13.5941
C -6.5212 18.3318 -10.1458
C -7.1849 17.3568 -11.0645
O -8.5016 17.8522 -11.3865
H -6.9823 18.1354 -9.1779
H -6.5104 19.2874 -10.6701
H -5.5227 17.8947 -10.1325
H -7.1420 16.3116 -10.7583
H -6.6483 17.4130 -12.0116
H -9.1640 17.4052 -10.8545
```


Per-record orbital gap, eV: 10.32, 9.37, 9.70